1.
{
  "formula": "C10H23N4O3S",
  "method": "ωB97M-V/def2-TZVPD",
  "de_lowest_kj_mol": 93.00,
  "fmax_ha_per_bohr": 0.0306,
  "lumo_ev": -2.84,
  "charge": 1,
  "e_homo_ev": -12.19,
  "orbital_gap_ev": 9.353,
  "elements": ["C", "O", "C", "N", "C", "N", "C", "C", "O", "N", "C", "C", "S", "H", "H", "H", "H", "H", "H", "H", "H", "H", "H", "H", "H", "H", "H", "H", "H", "C", "O", "N", "C", "C", "H", "H", "H", "H", "H", "H", "H"],
  "coordinates": [[0.341, 1.573, 2.077], [1.509, 0.804, 1.784], [1.261, -0.148, 0.818], [0.311, -1.133, 1.361], [-0.279, -1.967, 0.481], [-1.031, -1.543, -0.482], [-1.716, -2.400, -1.446], [-3.199, -2.613, -1.063], [-3.471, -3.993, -0.961], [-0.047, -3.308, 0.753], [1.142, -3.233, 1.681], [0.745, -2.004, 2.457], [-0.709, -2.390, 3.542], [-0.534, 1.187, 1.576], [0.165, 1.572, 3.140], [0.436, 2.598, 1.760], [2.200, -0.618, 0.544], [0.830, 0.314, -0.058], [-1.149, -0.535, -0.533], [-1.288, -3.385, -1.463], [-1.611, -1.995, -2.440], [-3.362, -2.144, -0.097], [-3.847, -2.143, -1.790], [-3.683, -4.199, -0.040], [0.286, -3.694, -0.131], [1.309, -4.145, 2.225], [1.982, -2.996, 1.032], [1.424, -1.612, 3.192], [-1.731, -2.322, 2.678], [0.684, 2.649, -1.006], [-0.490, 2.331, -0.849], [1.110, 3.740, -1.639], [2.523, 4.046, -1.788], [0.122, 4.654, -2.197], [1.508, 2.023, -0.626], [2.749, 5.002, -1.316], [2.782, 4.102, -2.846], [3.125, 3.272, -1.319], [-0.528, 5.029, -1.407], [-0.496, 4.134, -2.929], [0.628, 5.487, -2.676]],
  "lowdin_charge": [-0.06, -0.12, -0.20, -0.03, -0.36, 0.16, -0.09, -0.22, -0.05, 0.11, -0.14, -0.53, 0.82, 0.08, 0.10, 0.09, 0.15, 0.09, 0.17, 0.11, 0.13, 0.12, 0.12, 0.10, 0.15, 0.13, 0.13, 0.11, -0.14, -0.37, -0.01, -0.18, -0.04, -0.02, 0.12, 0.10, 0.10, 0.09, 0.10, 0.10, 0.09]
}


2.
{
  "formula": "C10H24BN3O3Si2",
  "method": "ωB97M-V/def2-TZVPD",
  "fmax_ha_per_bohr": 0.0275,
  "lumo_ev": -3.35,
  "charge": 0,
  "e_homo_ev": -5.60,
  "orbital_gap_ev": 2.248,
  "elements": ["O", "B", "O", "O", "N", "C", "C", "C", "C", "N", "H", "H", "H", "H", "H", "H", "C", "Si", "C", "C", "N", "Si", "C", "C", "C", "H", "H", "H", "H", "H", "H", "H", "H", "H", "H", "H", "H", "H", "H", "H", "H", "H", "H"],
  "coordinates": [[-4.825, -4.268, 3.912], [-4.010, -5.196, 3.344], [-3.173, -5.956, 4.054], [-4.090, -5.377, 1.880], [-3.519, -4.322, 1.245], [-2.209, -4.270, 1.084], [-1.595, -3.224, 0.430], [-2.408, -2.217, -0.033], [-3.766, -2.372, 0.228], [-4.336, -3.389, 0.827], [-4.445, -3.389, 3.812], [-2.567, -6.452, 3.496], [-1.630, -5.085, 1.479], [-0.527, -3.179, 0.310], [-1.984, -1.359, -0.530], [-4.440, -1.593, -0.085], [4.811, 1.847, -2.192], [3.112, 2.532, -1.728], [2.193, 2.812, -3.363], [3.422, 4.233, -0.954], [2.344, 1.447, -0.698], [0.831, 1.622, -0.033], [-0.578, 1.689, -1.312], [0.641, 3.119, 1.109], [0.461, 0.098, 1.031], [5.339, 2.535, -2.862], [5.426, 1.706, -1.300], [4.713, 0.887, -2.703], [2.827, 3.348, -4.078], [1.288, 3.409, -3.225], [1.914, 1.857, -3.812], [3.877, 4.125, 0.032], [2.498, 4.807, -0.847], [4.102, 4.828, -1.575], [-0.590, 2.640, -1.846], [-1.561, 1.580, -0.827], [-0.468, 0.883, -2.042], [1.469, 3.160, 1.818], [-0.293, 3.067, 1.685], [0.619, 4.053, 0.545], [1.185, -0.014, 1.839], [0.487, -0.804, 0.406], [-0.542, 0.183, 1.480]],
  "lowdin_charge": [0.23, -0.72, 0.27, 0.16, -0.11, 0.05, 0.04, 0.05, -0.04, 0.21, 0.12, 0.12, 0.16, 0.14, 0.13, 0.14, -0.21, 0.20, -0.21, -0.20, -0.24, 0.18, -0.21, -0.20, -0.22, 0.01, 0.01, 0.01, 0.01, 0.00, 0.01, 0.02, 0.00, 0.01, 0.01, 0.00, 0.01, 0.02, 0.01, 0.01, 0.02, -0.01, 0.00]
}


3.
{
  "formula": "C10H24ClCoI2OP2",
  "method": "ωB97M-V/def2-TZVPD",
  "de_lowest_kj_mol": 0.00,
  "multiplicity": 5,
  "fmax_ha_per_bohr": 0.0603,
  "lumo_ev": [-6.55, -11.48],
  "charge": 2,
  "e_homo_ev": [-15.00, -14.97],
  "orbital_gap_ev": [8.454, 3.483],
  "elements": ["I", "I", "Co", "P", "C", "C", "H", "H", "H", "C", "H", "H", "H", "H", "H", "H", "C", "O", "Cl", "C", "C", "P", "C", "C", "C", "C", "H", "H", "H", "H", "H", "H", "H", "H", "H", "H", "H", "H", "H", "H", "H"],
  "coordinates": [[5.405, 1.132, -2.469], [5.356, -1.607, -2.504], [-0.433, -0.085, -0.838], [-1.243, -0.005, -2.837], [-0.060, 0.022, -4.222], [-2.322, -1.423, -3.234], [-3.133, 1.456, -2.464], [-2.730, 1.319, -4.212], [-1.736, 2.342, -3.125], [-2.325, 1.424, -3.199], [-3.126, -1.476, -2.495], [-2.731, -1.285, -4.241], [-0.605, 0.033, -5.173], [0.578, -0.865, -4.164], [-1.727, -2.340, -3.193], [0.566, 0.915, -4.136], [1.240, -0.078, -1.349], [2.356, -0.001, -1.666], [-2.603, 0.112, -0.215], [2.933, 0.549, 2.085], [1.754, -0.378, 2.313], [0.247, -0.181, 1.257], [-0.693, -1.639, 1.903], [-0.910, -1.816, 3.404], [-0.283, 1.485, 1.822], [-0.350, 1.841, 3.307], [3.323, 0.459, 1.066], [3.732, 0.267, 2.778], [2.660, 1.592, 2.275], [2.058, -1.429, 2.208], [1.375, -0.252, 3.334], [-1.639, -1.659, 1.346], [-0.060, -2.463, 1.549], [-1.510, -1.012, 3.845], [-1.475, -2.746, 3.536], [0.036, -1.915, 3.950], [0.464, 2.143, 1.359], [-1.249, 1.681, 1.343], [0.615, 1.740, 3.809], [-0.659, 2.890, 3.392], [-1.094, 1.254, 3.855]],
  "mulliken_spin": [1.48, 1.48, 1.21, -0.01, 0.01, -0.01, 0.00, 0.00, 0.00, -0.01, 0.00, 0.00, 0.00, 0.00, 0.00, 0.00, -0.07, 0.00, -0.03, 0.01, 0.00, -0.02, -0.01, 0.00, -0.01, 0.00, 0.00, 0.00, 0.00, 0.00, 0.00, 0.00, 0.00, 0.00, 0.00, 0.00, -0.01, 0.01, 0.00, 0.00, 0.00]
}


4.
{
  "formula": "C10H24ClIN2OPSZr",
  "method": "ωB97M-V/def2-TZVPD",
  "de_lowest_kj_mol": 0.00,
  "fmax_ha_per_bohr": 0.1247,
  "lumo_ev": -12.28,
  "charge": 3,
  "e_homo_ev": -18.54,
  "orbital_gap_ev": 6.252,
  "elements": ["C", "I", "H", "H", "H", "Zr", "P", "C", "C", "H", "H", "H", "C", "H", "H", "H", "H", "H", "H", "C", "O", "Cl", "C", "N", "C", "C", "S", "N", "C", "C", "H", "H", "H", "H", "H", "H", "H", "H", "H", "H", "H", "H"],
  "coordinates": [[-0.176, -3.730, -3.081], [1.018, -3.354, -1.205], [-1.247, -3.534, -2.917], [0.008, -4.801, -3.229], [0.217, -3.147, -3.912], [-0.102, -0.804, -1.095], [-0.048, 1.011, -2.941], [1.403, 1.642, -3.832], [-1.201, 0.667, -4.306], [-1.661, 2.321, -1.676], [-1.014, 3.216, -3.085], [-0.032, 3.038, -1.598], [-0.759, 2.547, -2.254], [-2.186, 0.399, -3.909], [-1.268, 1.579, -4.912], [1.077, 2.328, -4.626], [1.953, 0.805, -4.280], [-0.824, -0.159, -4.922], [2.061, 2.172, -3.135], [2.078, -0.165, -1.490], [3.215, 0.042, -1.582], [-2.470, -1.193, -1.312], [2.423, -0.180, 2.276], [1.221, -0.152, 3.120], [1.435, -0.251, 4.563], [0.032, 0.099, 2.539], [0.064, 0.659, 0.834], [-1.173, -0.053, 3.113], [-1.488, -0.030, 4.544], [-2.389, 0.110, 2.299], [3.270, -0.478, 2.902], [2.627, 0.802, 1.827], [2.318, -0.909, 1.458], [1.028, 0.622, 5.087], [1.015, -1.181, 4.965], [2.513, -0.274, 4.739], [-1.772, 0.989, 4.860], [-2.359, -0.683, 4.672], [-0.679, -0.408, 5.166], [-2.526, 1.149, 1.975], [-2.381, -0.539, 1.418], [-3.222, -0.174, 2.942]],
  "lowdin_charge": [-0.31, 1.02, 0.02, 0.04, 0.03, 0.56, 0.69, -0.22, -0.23, 0.06, 0.09, 0.06, -0.22, 0.05, 0.08, 0.09, 0.07, 0.07, 0.07, -0.22, 0.20, 0.08, -0.06, -0.16, 0.00, -0.52, 0.70, -0.15, 0.00, -0.06, 0.11, 0.10, 0.06, 0.12, 0.12, 0.11, 0.14, 0.12, 0.07, 0.11, 0.03, 0.11]
}


5.
{
  "formula": "C10H24CrN4S2",
  "method": "ωB97M-V/def2-TZVPD",
  "de_lowest_kj_mol": 7.76,
  "multiplicity": 2,
  "fmax_ha_per_bohr": 0.0259,
  "lumo_ev": [-3.13, -3.67],
  "charge": 1,
  "e_homo_ev": [-10.03, -10.09],
  "orbital_gap_ev": [6.897, 6.423],
  "elements": ["Cr", "N", "C", "C", "N", "C", "C", "N", "C", "C", "N", "H", "H", "H", "H", "H", "H", "H", "H", "H", "H", "H", "H", "H", "H", "H", "H", "H", "H", "C", "C", "S", "C", "C", "S", "H", "H", "H", "H", "H", "H"],
  "coordinates": [[0.465, -0.030, -0.195], [-1.086, -1.398, -0.792], [-2.277, -0.711, -1.350], [-2.276, 0.740, -0.901], [-0.939, 1.327, -1.125], [-0.779, 2.607, -0.401], [0.693, 2.961, -0.281], [1.423, 1.819, 0.313], [-0.645, 1.490, -2.575], [0.227, 0.374, -3.139], [1.308, 0.045, -2.187], [-0.819, -2.189, -1.370], [-1.303, -1.780, 0.125], [-3.204, -1.199, -1.046], [-2.234, -0.773, -2.437], [-2.482, 0.794, 0.168], [-3.052, 1.304, -1.430], [-1.205, 2.475, 0.595], [-1.327, 3.417, -0.896], [0.810, 3.873, 0.306], [1.127, 3.161, -1.261], [1.306, 1.809, 1.323], [2.421, 1.896, 0.147], [-0.139, 2.445, -2.718], [-1.576, 1.553, -3.144], [0.611, 0.676, -4.117], [-0.351, -0.535, -3.295], [2.044, 0.744, -2.237], [1.750, -0.831, -2.448], [-0.114, -1.760, 4.105], [0.371, -1.375, 2.737], [-0.448, -0.079, 1.955], [1.414, -2.035, 2.119], [2.138, -3.185, 2.761], [1.918, -1.556, 0.555], [-0.742, -0.977, 4.524], [0.714, -1.949, 4.788], [-0.709, -2.676, 4.056], [2.270, -3.037, 3.832], [3.118, -3.319, 2.309], [1.582, -4.117, 2.628]],
  "mulliken_spin": [0.80, 0.00, -0.01, 0.01, -0.02, 0.01, -0.01, -0.01, 0.00, 0.00, -0.01, 0.00, 0.00, 0.00, 0.00, 0.00, 0.00, 0.00, 0.00, 0.00, 0.00, 0.00, 0.00, 0.00, 0.00, 0.00, 0.00, 0.00, 0.00, 0.00, 0.05, 0.07, 0.03, 0.00, 0.09, 0.00, 0.00, 0.00, 0.00, 0.00, 0.00]
}